16
Properties=species:S:1:pos:R:3:forces:R:3 method="wB97M-V/def2-TZVPD" lumo_energy_ev=-3.883 e_homo_ev=-14.50 homo_lumo_gap_ev=10.6 relative_energy_kj_mol=455.1 total_charge=+1
C -0.8858 2.0568 0.9820 1.8508 -1.7927 -0.2529
C 1.4766 -3.0296 0.7014 -0.5051 -0.0412 -1.4444
C 0.0745 -1.0427 0.3456 -0.3957 0.0237 0.4594
C -0.5605 1.4926 -0.1637 1.9098 -1.9645 1.4395
C -0.8650 1.5339 -1.5824 1.6961 -2.3747 -1.5848
N 0.6802 -2.0798 0.8332 0.7927 -0.4073 -0.1662
N 0.6307 0.0893 0.1124 -5.2108 2.6473 -0.6966
H -0.2334 1.8369 1.8440 -0.9035 0.1749 -0.2847
H -1.7838 2.5982 1.0583 -0.6820 1.1840 0.0750
H 1.6941 -3.5022 1.5795 0.9233 -1.3665 2.3725
H 1.8988 -3.5279 -0.1822 -0.3995 0.8108 -0.3252
H -0.9898 -1.1286 0.3890 -0.7379 0.1697 -0.3835
H -0.0049 0.9936 -2.1780 -1.8969 0.9120 1.1170
H -0.8848 2.4936 -1.9878 0.0524 1.9180 -0.2747
H -1.8232 1.1010 -1.8389 -0.1475 -0.5065 0.0378
H 1.5763 0.1150 0.0877 3.6538 0.6129 -0.0882